C7H10 in the gas phase. Source: OMol25; level of theory: the ωB97M-V functional and the def2-TZVPD basis.

Properties
LUMO energy in eV: 1.0
HOMO energy in eV: -8.62
SMILES: C=C/C=C/CC=C
Max |F| in eV/A: 1.6

```
! wB97M-V def2-TZVPD RIJCOSX def2/J DEFGRID3
* xyz 0 1
C 0.951 2.131 -0.918
C 1.587 3.177 -0.417
C -0.111 1.345 -0.204
C 0.232 -0.104 0.057
C -0.671 -0.982 0.476
C -0.506 -2.441 0.577
C -1.539 -3.268 0.456
H 1.429 1.583 -1.728
H 2.649 3.352 -0.552
H 1.240 3.768 0.428
H -1.063 1.313 -0.745
H -0.354 1.867 0.727
H 1.241 -0.414 -0.202
H -1.638 -0.637 0.837
H 0.534 -2.755 0.523
H -2.504 -2.960 0.080
H -1.357 -4.300 0.724
*
```